DFT (wB97M-V/def2-TZVPD) results for a structure of composition C36H80B5F20FeN4.

Results
Orbital gap (alpha / beta) ... 2.94 / 6.40 eV
HOMO level (alpha / beta) ... -0.1264 / -0.2623 hartree
LUMO energy (alpha / beta) ... -0.50 / -0.73 eV
Expectation value of S² ... 8.755
M ... 1058.93 g mol⁻¹
2S+1 ... 6

Each line ends with the Mulliken charge.
Atoms and positions in Å:
Fe 0.83445 -3.23015 -2.86105  3.74
F -0.37090 -0.92406 -0.14322  0.20
F -1.17009 -3.31176 -2.73019  0.68
F 3.44940 -4.50746 -3.60391  -0.40
F 0.12594 -5.32931 -0.00247  -0.38
F 1.80818 -2.67767 -6.32591  -0.35
F 2.83378 -2.90231 -2.64330  0.05
F 1.69970 -0.49759 -1.13334  -0.06
F -3.29451 -3.96020 -3.06091  -0.37
F 5.00000 -3.25685 -2.48587  -0.38
F 1.00049 -2.54451 -1.00428  -0.04
F 0.00339 -1.11522 -2.28830  -0.15
F 4.14979 -2.49322 -4.50446  -0.37
F -1.50874 -5.27685 -3.82505  -0.34
F -1.94627 -5.08339 -1.66446  -0.34
F 0.64137 -1.92596 -4.58917  -0.16
F 0.21955 -7.17620 -1.36876  -0.34
F 0.90698 -4.07756 -4.74299  -0.36
F 1.13195 -5.18247 -2.10393  -0.30
F 2.06184 -6.24785 -0.44866  -0.25
F -0.41325 -3.02197 -6.24180  -0.42
N -2.25060 5.73560 -0.92577  2.01
N 1.35685 1.72474 2.47673  0.60
N -4.64348 -1.41928 -0.40169  0.46
N 5.23071 -4.09254 1.13076  0.24
C 1.08611 0.26284 2.86925  -1.51
C -3.13959 -0.18789 -2.31978  1.66
C 4.69715 -1.24010 1.77327  -0.13
C -1.70569 4.29178 -0.73541  0.46
C -6.46944 -2.27198 1.19085  -0.70
C 2.12533 2.28089 3.63295  -0.76
C 3.58262 -2.24021 1.60245  0.95
C -2.16667 3.32393 3.17128  0.15
C 4.00964 -6.79822 3.74571  -1.61
C -3.00179 -0.00259 -3.82637  -1.85
C -5.16696 -0.16910 1.86212  -0.93
C -1.17654 3.53183 -1.93657  -1.08
C -1.49907 8.05636 -1.77566  -0.86
C 5.63403 -5.20712 0.15349  -0.92
C 3.87172 -5.89217 2.51082  -0.30
C 2.21771 1.70295 1.19250  2.06
C -0.00493 2.52606 2.18322  2.12
C -4.52480 -0.13238 0.45279  -0.49
C -3.79010 7.22876 -2.41576  -0.78
C -0.76898 2.08801 -1.76989  -0.16
C 4.93533 -4.73449 2.49319  -0.57
C -4.35799 -1.09861 -1.95807  -1.27
C 6.00409 -1.90059 2.20514  -0.93
C -3.55871 -2.42168 0.09667  -1.16
C -3.42119 5.77916 -1.91304  -0.92
C 6.40800 -3.00313 1.28208  -0.66
C -2.60668 8.02987 -2.90847  -0.69
C -2.70071 6.22313 0.45177  -1.88
C 3.99007 -3.35060 0.60374  -0.60
C -6.52485 -0.90465 1.83308  -0.87
C -0.89161 2.52414 3.42834  -0.82
C 3.68704 3.68430 2.09180  -0.97
C 2.70436 3.69019 3.34706  -1.36
C -1.04637 6.56825 -1.40412  -1.49
C 3.01295 2.97831 0.93229  -1.10
C -6.01992 -2.13698 -0.25751  -0.70
B 0.56506 -1.24280 -1.09415  -0.39
B 3.90539 -3.24964 -3.37604  -0.64
B 0.76776 -2.93062 -5.50309  0.04
B 0.84551 -5.99056 -1.01573  -0.43
B -1.96072 -4.39941 -2.81159  -0.78
H -4.92759 0.72716 -0.08297  0.38
H 7.30096 -3.48776 1.67685  0.42
H 2.87547 -5.45501 2.57781  0.28
H 3.29826 3.99375 4.20917  0.43
H -3.04100 7.25385 0.35215  0.44
H 3.18784 -4.08591 0.54172  0.03
H -1.52417 1.50859 -1.23878  -0.60
H -7.21497 -0.17031 1.41767  0.34
H -0.27628 6.51852 -0.63432  0.64
H -5.18594 0.80333 2.35417  0.50
H -4.35868 7.69751 -1.61259  0.38
H -3.44805 -0.00055 0.55926  0.15
H -2.16386 0.65712 -4.05165  0.30
H -7.46215 -2.71418 1.10665  0.40
H -5.92215 -3.03645 1.74235  0.37
H 4.57405 -3.97514 3.18669  0.43
H 0.43231 -0.09704 2.07482  0.54
H 4.45133 -0.47720 2.51196  -0.02
H 1.51040 2.26162 4.53273  0.65
H -0.77276 6.16339 -2.37846  0.28
H 3.85025 -6.52537 1.62386  0.23
H -1.86477 8.65114 -0.93864  0.38
H 3.23333 -7.56318 3.76236  0.44
H -0.55061 1.75724 -2.78527  0.65
H 3.68925 2.84204 0.08841  0.60
H 5.95856 -2.25568 3.23468  0.33
H 1.95442 4.42982 3.06666  0.61
H 5.84798 -5.26288 2.76880  0.50
H 4.56502 3.08906 2.34267  0.31
H 4.82107 -0.70989 0.82902  0.33
H 4.85999 -7.46340 3.59563  0.40
H -6.77119 -1.01457 2.88917  0.44
H -4.48740 -0.82691 2.40394  0.36
H 3.01695 1.65851 3.70882  0.44
H 6.76438 -1.11983 2.22676  0.51
H -0.42951 1.99516 1.33117  -0.51
H 6.49917 -5.72529 0.56720  0.36
H -4.31951 -2.04815 -2.49191  0.46
H 0.62278 0.23181 3.85538  0.38
H -5.22196 -0.52226 -2.28892  0.44
H 4.87449 -5.93121 -0.14125  0.23
H -3.18691 5.14479 -2.76790  0.30
H -0.30269 4.03863 -2.34603  0.38
H -1.80789 3.65788 -2.81613  0.31
H -2.95213 2.71191 2.72789  -0.09
H -3.84725 -2.86095 1.05160  0.48
H 2.33149 3.77612 0.63692  0.29
H 5.85500 -4.59394 -0.72017  0.49
H -0.86408 4.43255 -0.05719  -0.26
H -5.91728 -3.05994 -0.82821  0.51
H 0.18849 2.07273 -1.24921  -0.21
H -4.27381 5.27794 -1.45488  0.37
H 2.88985 0.84861 1.27269  -0.64
H 4.02034 4.69165 1.84229  0.55
H 1.42863 1.40192 0.50343  -1.14
H -6.60852 -1.42218 -0.83259  0.48
H -3.86970 0.45668 -4.29955  0.51
H -2.77584 -0.94544 -4.32445  0.36
H -2.08285 4.10301 2.41358  -0.61
H 3.25345 -2.55212 2.59364  0.44
H -3.47627 -3.15722 -0.70351  0.43
H -2.47561 3.69669 -0.24428  0.10
H 3.82315 -6.29556 4.69474  0.35
H -2.54434 3.81767 4.06664  0.53
H -2.30234 -0.66426 -1.80969  -0.65
H 2.01413 -0.30155 2.96065  0.39
H -4.49061 7.16604 -3.24850  0.42
H 2.73501 -1.71382 1.16360  -0.90
H -0.41756 2.98486 4.29501  0.27
H -1.85070 6.11945 1.12619  0.45
H -2.85443 9.01923 -3.29302  0.43
H -0.60974 8.51921 -2.20339  0.46
H 0.31389 3.51169 1.84414  -0.96
H 6.56598 -2.66526 0.25788  0.45
H 4.22487 -2.94394 -0.37993  0.28
H -3.34503 0.77895 -1.86032  0.12
H -2.61205 -1.88166 0.11454  0.28
H -1.23693 1.53837 3.73997  0.22
H -2.10442 7.51200 -3.72557  0.30
H -3.48410 5.53654 0.77271  0.21